Entry 1:
The following is a DFT calculation (ωB97M-V/def2-TZVPD) of a 14-piece molecular cluster, C6H39NO14 overall in a non-equilibrium geometry.

Each line ends with the natural charge from an NBO analysis.
Geometry (Å):
C (0.74617, -2.03928, -1.63372)  -0.422
N (1.27787, -1.17688, -0.54522)  -0.683
C (0.31616, -0.78065, 0.49083)  -0.150
C (0.78599, 0.00974, 1.68124)  -0.229
C (1.07949, -0.99617, 2.88145)  -0.606
C (1.99901, 0.96602, 1.48702)  -0.662
C (-0.68842, 0.09086, -0.27253)  0.480
O (-0.63004, 1.21353, -0.51104)  -0.547
H (-0.30922, -2.09690, -1.66509)  0.205
H (1.12264, -3.08240, -1.52724)  0.183
H (1.05931, -1.54691, -2.62976)  0.215
H (1.77103, -0.28643, -0.82679)  0.396
H (-0.01521, -1.92403, 0.86593)  0.211
H (-0.12555, 0.61218, 2.09625)  0.200
H (0.18658, -1.57222, 3.19872)  0.220
H (1.35895, -0.43565, 3.76103)  0.209
H (1.85597, -1.67886, 2.60647)  0.195
H (2.80940, 0.07072, 1.38919)  0.234
H (1.96644, 1.95364, 0.81506)  0.226
H (1.98589, 1.64410, 2.43839)  0.222
H (-1.45711, -0.47607, -0.85433)  0.074
H (0.25989, 3.65003, -0.42515)  0.521
H (0.45161, 3.10168, -1.79211)  0.473
O (0.93078, 3.58503, -1.14299)  -0.987
H (3.45529, 2.20060, -2.06116)  0.473
H (2.26295, 2.24350, -1.25775)  0.493
O (2.69702, 1.68214, -1.89688)  -0.964
H (0.63405, 2.31238, -4.30939)  0.460
H (1.20922, 1.83012, -3.10578)  0.482
O (0.77391, 1.52829, -3.87652)  -0.950
H (2.96472, -4.13543, 0.72673)  0.470
H (2.29486, -2.71150, 0.87367)  0.503
O (2.20104, -3.71155, 0.87048)  -0.972
H (-1.93991, 2.58521, 2.82531)  0.519
H (-0.91865, 1.69286, 3.59169)  0.473
O (-1.15259, 2.60155, 3.45403)  -0.965
H (-1.91561, -3.42314, -2.86671)  0.479
H (-1.74887, -3.81144, -1.33196)  0.506
O (-2.29946, -3.57941, -2.06028)  -0.981
H (-3.46101, -2.42027, -1.69663)  0.513
H (-2.80520, -0.99303, -1.51648)  0.482
O (-3.45944, -1.61087, -1.18089)  -1.002
H (0.01519, 3.26807, 2.30580)  0.507
H (1.14414, 3.15039, 1.37071)  0.474
O (0.21973, 3.50491, 1.39340)  -1.006
H (-0.86844, -0.08244, -3.64394)  0.505
H (-2.12409, -0.66748, -4.26235)  0.476
O (-1.68631, -0.61763, -3.36751)  -0.978
H (2.78593, 4.14504, 0.39745)  0.472
H (1.92415, 4.49748, 1.59832)  0.491
O (2.82710, 4.02555, 1.32720)  -0.947
H (-3.21437, -1.35387, 0.56141)  0.507
H (-3.51917, -1.29749, 2.07759)  0.467
O (-2.86515, -1.28172, 1.44038)  -0.990
H (0.36862, -4.33392, -0.36169)  0.508
H (-0.99171, -4.26901, 0.45462)  0.485
O (-0.59079, -4.63974, -0.35724)  -0.963
H (-3.46695, 0.88753, 1.47136)  0.482
H (-3.97933, 2.19905, 0.83452)  0.483
O (-3.50847, 1.78016, 1.69291)  -0.963

=====

Entry 2:
The following is a DFT calculation (ωB97M-V/def2-TZVPD) of a 14-piece molecular cluster, C6H39NO14 overall in a non-equilibrium geometry.

Each line ends with the natural charge from an NBO analysis.
Geometry (Å):
C (-2.64096, -0.92533, 1.20714)  -0.625
C (-2.21840, -1.59993, -0.21796)  -0.254
N (-1.25920, -0.70420, -0.91483)  -0.479
C (0.07006, -1.00309, -0.36693)  -0.275
C (1.06873, -0.00843, -0.90370)  -0.641
C (-1.42219, -0.92193, -2.34364)  -0.373
C (-2.57698, -0.18361, -2.94721)  0.432
O (-2.64127, -0.09566, -4.16384)  -0.535
H (-3.66991, -1.23121, 1.34274)  0.214
H (-2.03590, -1.23154, 1.99445)  0.198
H (-2.64229, 0.18181, 1.29999)  0.217
H (-3.27055, -1.68180, -0.56021)  0.212
H (-1.65520, -2.53924, -0.04465)  0.208
H (0.36275, -2.12153, -0.56562)  0.232
H (0.02904, -0.82273, 0.67096)  0.207
H (0.71234, 0.58590, -1.79613)  0.195
H (1.22815, 0.83891, -0.22108)  0.222
H (2.04634, -0.40425, -1.22932)  0.229
H (-1.24839, -1.94501, -2.69090)  0.239
H (-0.46352, -0.40487, -2.64931)  0.241
H (-3.35177, 0.12232, -2.25675)  0.120
H (-4.74420, 1.82662, 1.14174)  0.465
H (-3.89459, 1.94345, 2.34894)  0.489
O (-4.43977, 1.30814, 1.89702)  -0.949
H (3.00750, -0.00281, 2.29504)  0.503
H (2.11933, -0.90273, 1.68461)  0.458
O (2.92978, -0.98446, 2.22783)  -0.960
H (3.09682, 2.37672, 2.94137)  0.464
H (2.11036, 2.11251, 1.84657)  0.499
O (2.28004, 1.79629, 2.78766)  -0.979
H (-0.45014, 1.42837, -4.87783)  0.499
H (0.15440, 2.72885, -4.28607)  0.471
O (0.35811, 1.86633, -4.61115)  -0.954
H (1.73258, -4.52741, 1.28083)  0.474
H (2.76216, -4.27748, 0.20454)  0.487
O (2.17570, -4.94605, 0.53747)  -0.958
H (-1.04298, 1.35222, 1.00063)  0.490
H (0.05083, 2.40558, 1.10472)  0.495
O (-0.14603, 1.44994, 1.35516)  -0.965
H (-2.01354, 1.08240, -0.83992)  0.493
H (-2.87818, 2.09557, -1.66920)  0.470
O (-2.29611, 1.98121, -0.93569)  -0.984
H (3.65332, -1.88344, 0.31125)  0.500
H (4.42292, -2.16048, -1.08288)  0.491
O (3.71558, -2.38872, -0.45936)  -0.990
H (2.01272, 2.64849, -0.46126)  0.520
H (3.28702, 3.27823, 0.39143)  0.497
O (2.34185, 3.01356, 0.33063)  -0.997
H (-0.21729, -4.80865, -1.38733)  0.477
H (1.12654, -4.16250, -1.26640)  0.494
O (0.17354, -3.93451, -1.37438)  -0.962
H (-1.23590, 2.15830, 2.77991)  0.489
H (-1.69847, 2.75746, 4.06490)  0.469
O (-1.95733, 2.70818, 3.16833)  -0.973
H (2.18710, 3.45594, -2.86457)  0.485
H (1.18321, 2.22430, -2.82967)  0.505
O (1.76977, 2.82844, -2.26966)  -0.987
H (0.82805, -0.09783, 4.64629)  0.458
H (1.58742, -0.87608, 3.64394)  0.470
O (1.52702, -0.77851, 4.58134)  -0.938

=====

Entry 3:
The following is a DFT calculation (ωB97M-V/def2-TZVPD) of C6H3BaFO8 as an isolated structure in a non-equilibrium geometry.

Each line ends with the Löwdin charge.
Geometry (Å):
C (3.10265, 0.88967, -0.64024)  -0.688
C (2.50146, -0.44905, -1.08585)  -0.041
O (3.39099, -1.42733, -0.55328)  0.078
C (4.22047, -0.87065, 0.33340)  -0.583
O (4.05010, 0.45228, 0.38639)  0.147
O (4.98566, -1.49070, 1.01757)  0.152
O (2.30238, 1.81327, -0.23168)  -0.374
F (3.94386, 1.36018, -1.65937)  0.046
H (2.46162, -0.54143, -2.17532)  0.141
O (-2.38631, 1.38123, 0.63412)  -0.329
C (-3.23537, 0.43554, 0.62167)  -0.521
C (-3.27132, -0.86172, 0.98754)  -0.032
O (-4.61442, -1.26735, 0.98214)  0.085
C (-5.33883, -0.29175, 0.43767)  -0.576
O (-6.48511, -0.38007, 0.08568)  0.129
O (-4.54201, 0.76946, 0.22262)  0.151
Ba (-0.05756, 2.71539, 0.25487)  1.962
H (1.49015, -0.59930, -0.65788)  0.134
H (-2.51840, -1.63766, 1.03996)  0.117

=====

Entry 4:
The following is a DFT calculation (ωB97M-V/def2-TZVPD) of one molecule with the formula C6H3Br4NO3 in a non-equilibrium geometry.

Each line ends with the natural charge from an NBO analysis.
Geometry (Å):
C (-1.63485, -0.06854, -1.00928)  -0.283
C (-1.90454, -1.42032, -0.58831)  0.019
C (-0.51922, 0.42456, -1.54768)  0.023
C (-1.18230, -2.08594, 0.39661)  -0.249
C (-0.14955, -1.50054, 1.19769)  0.367
C (0.81795, -0.07536, -1.66330)  -0.077
N (1.77073, 0.32712, -0.89740)  0.386
O (1.53226, 1.52650, -0.18516)  -0.531
O (2.85251, -0.18517, -0.79407)  -0.429
O (-0.04309, -0.29499, 1.27791)  -0.505
Br (-3.47348, -2.27332, -1.42819)  0.098
Br (-0.71713, 2.30158, -2.25635)  0.029
Br (-1.47873, -3.91810, 0.66220)  0.107
Br (1.24009, -1.73525, -2.43189)  0.139
H (-2.54112, 0.53703, -1.12689)  0.256
H (0.47193, -2.24595, 1.62653)  0.144
H (2.16882, 1.58322, 0.57706)  0.507

=====

Entry 5:
The following is a DFT calculation (ωB97M-V/def2-TZVPD) of one molecule with the formula C6H3Cl in a non-equilibrium geometry.

Each line ends with the natural charge from an NBO analysis.
Geometry (Å):
C (-1.26692, 0.16044, -0.07289)  -0.156
C (-0.34322, 1.14362, 0.07191)  -0.236
C (-0.90346, -1.22228, -0.01679)  -0.643
C (1.03281, 0.83942, -0.09327)  -0.076
C (0.20616, -1.86952, 0.02859)  0.280
C (2.13069, 0.41112, 0.00069)  -0.068
Cl (3.68336, 0.00413, -0.02227)  0.159
H (-2.33730, 0.30287, 0.05557)  0.222
H (-0.59886, 2.16728, 0.05890)  0.231
H (-1.60326, -1.93708, -0.01042)  0.286

=====

Entry 6:
The following is a DFT calculation (ωB97M-V/def2-TZVPD) of C6H3HgNO4 as an isolated structure in a non-equilibrium geometry.

Computed properties:
net charge: +2

Each line ends with the natural charge from an NBO analysis.
Geometry (Å):
Hg (-0.01189, -0.83769, -1.56857)  1.403
O (0.01429, 2.17129, -2.12033)  -0.234
C (-0.00067, 1.06321, -2.43340)  0.421
C (1.93390, -2.25613, -0.20302)  0.446
O (2.59813, -2.87958, 0.46969)  -0.337
C (-1.97806, -2.21960, -0.21467)  0.446
O (-2.66695, -2.83412, 0.44370)  -0.336
C (-0.01826, -3.02457, -2.73492)  0.436
O (-0.01336, -3.40867, -3.80793)  -0.306
C (0.02704, 2.73539, 2.33369)  -0.767
C (0.01727, 1.64477, 1.37953)  0.503
N (0.00948, 0.74451, 0.64537)  -0.577
H (-0.89074, 3.33711, 2.27154)  0.300
H (0.88120, 3.40797, 2.17432)  0.299
H (0.09861, 2.35613, 3.36500)  0.305

=====

Entry 7:
The following is a DFT calculation (ωB97M-V/def2-TZVPD) of C6H3N as an isolated structure in a non-equilibrium geometry.

Each line ends with the natural charge from an NBO analysis.
Geometry (Å):
C (3.63888, 1.05904, 0.62665)  -0.349
C (4.35764, 0.25570, -0.01630)  0.149
C (2.32709, 0.73579, 0.71024)  0.289
C (3.38807, -1.23630, -0.84772)  0.285
C (1.49420, -0.15272, 0.16957)  0.068
C (-0.03439, 0.02206, -0.08672)  -0.601
N (2.21262, -1.08282, -0.46780)  -0.527
H (-0.11863, -0.12560, -1.11241)  0.233
H (-0.17053, 1.07762, 0.04788)  0.220
H (-0.74336, -0.46464, 0.46909)  0.232

=====

Entry 8:
The following is a DFT calculation (ωB97M-V/def2-TZVPD) of one molecule with the formula C6H3N3OS2 in a non-equilibrium geometry.

Each line ends with the natural charge from an NBO analysis.
Geometry (Å):
C (-1.53182, -2.85516, -0.31515)  0.544
C (-0.37364, -1.10439, 0.31930)  0.267
C (0.31373, 0.10636, 0.16795)  -0.005
C (0.11240, 0.74968, -1.08031)  0.065
C (1.03863, 2.63580, -0.38724)  0.014
C (1.33418, 1.96272, 0.89769)  -0.031
H (-0.22549, 0.06247, -2.01671)  0.235
H (1.24749, 3.69628, -0.59943)  0.220
H (1.93979, 2.68382, 1.53765)  0.223
N (-0.75342, -1.83927, -0.69348)  -0.491
N (0.55539, 1.89040, -1.42827)  -0.376
N (1.02315, 0.62244, 1.16415)  -0.318
O (-2.01774, -3.57672, -1.17749)  -0.531
S (-1.73365, -3.43514, 1.49994)  0.070
S (-0.92901, -1.59930, 2.11140)  0.115

=====

Entry 9:
The following is a DFT calculation (ωB97M-V/def2-TZVPD) of one molecule with the formula C6H3NO in a non-equilibrium geometry.

Each line ends with the natural charge from an NBO analysis.
Geometry (Å):
C (-1.81723, -0.20901, 0.04619)  0.397
C (-0.34396, -0.06866, -0.02318)  -0.142
C (0.40937, -1.27541, -0.04039)  -0.196
C (1.79988, -1.25827, -0.05058)  0.223
C (0.23693, 1.21093, -0.00084)  -0.086
C (0.74100, 2.29481, -0.11441)  -0.120
H (-2.34196, 0.67489, 0.44370)  0.146
H (-0.18966, -2.16417, 0.01461)  0.272
H (0.93572, 3.35816, -0.12364)  0.249
N (2.95582, -1.25772, -0.00872)  -0.246
O (-2.38592, -1.30554, -0.14274)  -0.497

=====

Entry 10:
The following is a DFT calculation (ωB97M-V/def2-TZVPD) of an isolated ion of composition C6H3NO4S and charge -2 in a non-equilibrium geometry.

Computed properties:
net charge: -2

Each line ends with the natural charge from an NBO analysis.
Geometry (Å):
C (0.11568, -0.71563, -0.60258)  -0.523
C (1.17667, -1.53461, -0.57933)  0.535
C (0.34376, 1.11300, -0.88401)  0.747
C (2.25186, 1.10644, 0.49663)  0.561
C (-1.12513, -0.92428, -0.01215)  0.498
C (-2.06861, 0.17637, 0.53478)  -0.700
N (1.15552, 1.62697, -0.02315)  -0.727
O (1.46481, -2.69188, -0.71471)  -0.650
O (-0.44578, 1.55624, -1.69775)  -0.698
O (2.85285, 1.42247, 1.51053)  -0.701
O (-1.58267, -2.07751, -0.03190)  -0.701
S (2.86281, -0.40511, -0.33739)  -0.266
H (-2.39237, 0.90771, -0.16945)  0.228
H (-1.63257, 0.57492, 1.43498)  0.210
H (-2.97684, -0.13508, 1.07551)  0.186

=====

Entry 11:
The following is a DFT calculation (ωB97M-V/def2-TZVPD) of one molecule with the formula C6H3NOS in a non-equilibrium geometry.

Each line ends with the natural charge from an NBO analysis.
Geometry (Å):
C (2.21326, -0.81705, 1.12760)  0.203
C (-0.90802, 0.55431, -0.37510)  -0.259
C (-1.95451, 0.09481, -1.07174)  -0.397
C (0.10606, -0.42310, -0.01569)  -0.199
C (-0.37746, -1.87790, -0.58792)  -0.291
C (1.23230, 0.11665, 0.71236)  0.343
N (2.97957, -1.60612, 1.44991)  -0.208
O (1.44215, 1.39024, 1.01052)  -0.602
S (-1.82343, -1.63064, -1.35924)  0.477
H (-0.87071, 1.59415, -0.08116)  0.193
H (-2.80702, 0.63829, -1.43348)  0.235
H (0.76780, 1.96636, 0.62394)  0.505

=====

Entry 12:
The following is a DFT calculation (ωB97M-V/def2-TZVPD) of one molecule with the formula C6H4 in a non-equilibrium geometry.

Each line ends with the natural charge from an NBO analysis.
Geometry (Å):
C (-0.27240, -1.09509, -0.21269)  -0.008
C (0.60412, -0.33478, 0.35192)  -0.189
C (-1.13344, -2.10815, -0.76279)  -0.147
C (-1.43180, -0.84413, -1.03792)  -0.110
C (0.85691, 0.89249, 0.54228)  0.098
C (1.44894, 1.95552, 1.02115)  -0.544
H (-1.35779, -3.14445, -0.84111)  0.234
H (-2.09441, -0.17023, -1.52256)  0.235
H (1.10108, 2.93953, 0.75569)  0.210
H (2.27878, 1.90930, 1.70604)  0.221

=====

Calculated relative energy (zero: lowest compared OMol25 entry of this formula, charge and spin) in order - 6.968 5.603 0.019 0.000 2.700 0.000 4.593 2.215 1.748 0.054 2.396 1.936 eV
Calculated orbital gap in order - 0.32457 0.34103 0.20269 0.28459 0.32741 0.31040 0.27303 0.27118 0.30006 0.22526 0.27112 0.31329 Ha